Record 1
33
Properties=species:S:1:pos:R:3 method="wB97M-V/def2-TZVPD" orbital_gap_ev=9.03 smiles=COC[C@H](C)N.OCCO.O.O mol_weight_da=187.236 homo_ev=-8.88
C 1.145 -2.523 -1.403
C 1.710 -1.161 -1.984
C 2.093 -0.226 -0.808
O 0.912 -0.009 0.006
C 1.004 1.086 0.906
N 2.887 -1.340 -2.835
H 0.164 -2.373 -0.952
H 1.781 -2.957 -0.632
H 0.905 -3.343 -2.080
H 1.075 -0.566 -2.641
H 2.510 0.639 -1.324
H 2.767 -0.656 -0.068
H 1.591 0.908 1.808
H 0.041 1.388 1.317
H 1.423 1.887 0.297
H 3.094 -0.482 -3.326
H 3.665 -1.555 -2.228
C -1.832 1.793 0.682
C -1.352 0.599 -0.214
O -2.427 0.009 -0.952
O -2.854 2.521 -0.010
H -0.997 2.458 0.904
H -2.335 1.239 1.474
H -0.671 -0.156 0.180
H -0.832 1.056 -1.055
H -2.035 -0.685 -1.487
H -3.228 1.835 -0.568
O -2.258 0.476 3.178
H -3.104 0.064 3.003
H -2.375 0.916 4.019
O -0.502 -0.211 2.053
H -1.120 0.428 2.409
H -0.848 -1.059 2.330

Record 2
19
Properties=species:S:1:pos:R:3 method="wB97M-V/def2-TZVPD" orbital_gap_ev=9.59 smiles="C[C@@H](CCN)C(=O)O" mol_weight_da=117.148 homo_ev=-8.78
C 0.169 0.397 2.254
C 0.239 -0.082 0.801
C -1.136 -0.101 0.123
C -1.085 -0.818 -1.220
N -0.152 -0.190 -2.136
C 1.158 0.834 0.010
O 1.211 2.037 0.147
H -0.277 1.401 2.311
H -0.458 -0.288 2.838
H 1.167 0.437 2.711
H 0.663 -1.099 0.785
H -1.853 -0.610 0.782
H -1.491 0.932 -0.018
H -0.749 -1.853 -1.051
H -2.109 -0.895 -1.627
H 0.631 0.572 -2.316
H -0.505 -0.231 -3.088
O 2.271 0.252 -0.739
H 2.307 -0.696 -0.565

Record 3
53
Properties=species:S:1:pos:R:3 method="wB97M-V/def2-TZVPD" orbital_gap_ev="7.73 / 8.46" mol_weight_da=703.984 s2=3.764 homo_ev="-7.64 / -8.37" spin_multiplicity=4
V -1.236 0.019 -0.274
O 1.245 1.473 -2.064
As 0.486 -0.095 -1.845
O 0.940 -0.896 -3.176
O -1.530 0.477 -2.284
C -1.930 1.696 -2.660
C -1.856 2.085 -4.002
C -2.352 3.311 -4.401
C -2.935 4.182 -3.484
C -2.986 3.828 -2.148
C -2.485 2.601 -1.745
S -2.218 2.266 -0.030
O -2.855 0.985 0.369
O -2.633 3.389 0.749
O -0.740 2.028 0.000
H 1.004 2.051 -1.320
H -1.397 1.392 -4.695
H -2.280 3.606 -5.440
H -3.317 5.139 -3.809
H -3.393 4.488 -1.393
N -1.428 -2.348 -3.006
N -1.345 -3.529 -2.295
C -1.456 -3.543 -0.961
N -1.244 -4.739 -0.377
S -1.844 -2.241 0.049
H -2.071 -2.444 -3.778
H -0.507 -2.050 -3.327
H -0.925 -4.336 -2.735
H -1.269 -5.586 -0.920
H -1.460 -4.796 0.604
Te -0.437 0.168 2.183
C 1.420 1.214 1.995
C 2.431 0.771 1.155
C 3.605 1.500 1.035
C 3.773 2.669 1.762
C 2.770 3.105 2.615
C 1.593 2.380 2.731
C 0.596 -1.566 2.890
C 0.720 -1.792 4.255
C 1.440 -2.884 4.718
C 2.044 -3.749 3.818
C 1.917 -3.528 2.453
C 1.184 -2.446 1.988
H 2.320 -0.147 0.592
H 4.388 1.154 0.373
H 4.688 3.240 1.668
H 2.905 4.009 3.195
H 0.803 2.724 3.387
H 0.258 -1.104 4.952
H 1.535 -3.051 5.783
H 2.609 -4.598 4.179
H 2.397 -4.195 1.748
H 1.061 -2.290 0.923

Record 4
14
Properties=species:S:1:pos:R:3 method="wB97M-V/def2-TZVPD" orbital_gap_ev=12.47 charge=+1 mol_weight_da=68.096 homo_ev=-15.72
C -1.074 0.444 0.611
N -0.633 -0.882 0.284
H -0.173 1.262 0.796
H -1.550 1.227 -0.097
H -1.839 0.553 1.419
H -1.319 -1.517 0.528
H 0.298 -1.066 0.671
H -0.589 -0.902 -0.807
H 2.577 -0.967 1.973
H 3.131 -0.086 0.846
O 2.280 -0.426 1.311
H -1.610 0.991 -2.496
H -0.101 1.139 -2.698
O -0.773 0.786 -2.035

Quick rundown of ΔE to the lowest compared entry with this formula, charge and spin, same order as above: 175.28, 39.65, 29.99, 44.19 kcal/mol